{
  "formula": "C4H5FO",
  "method": "the ωB97M-V functional and the def2-TZVPD basis",
  "species": ["C", "C", "C", "C", "H", "H", "H", "H", "H", "O", "F"],
  "positions_angstrom": [[-0.96, -0.24, 0.50], [-0.37, 0.86, -0.33], [1.17, 0.17, 0.10], [0.30, -1.01, 0.28], [-1.29, -0.27, 1.62], [-0.59, 2.08, -0.38], [-0.32, 0.31, -1.59], [1.95, 0.30, -0.77], [1.63, 0.66, 1.00], [0.50, -2.07, -0.26], [-2.02, -0.80, -0.18]],
  "gap_ev": 10.50,
  "fmax_ev_per_a": 4.53,
  "relative_energy_kj_mol": 250.1,
  "total_charge": 0
}

***

{
  "formula": "C49H56N5P2Se2Si2Ta",
  "method": "the ωB97M-V functional and the def2-TZVPD basis",
  "species": ["Ta", "Se", "P", "C", "C", "C", "C", "C", "C", "C", "C", "C", "C", "C", "C", "C", "C", "N", "N", "N", "P", "Se", "C", "C", "C", "C", "C", "C", "C", "C", "C", "C", "C", "C", "H", "H", "H", "H", "H", "H", "H", "H", "H", "H", "H", "H", "H", "H", "H", "H", "H", "H", "H", "H", "C", "N", "C", "C", "C", "N", "C", "C", "H", "H", "H", "H", "H", "H", "H", "H", "H", "H", "H", "H", "H", "H", "H", "H", "C", "Si", "C", "C", "C", "C", "H", "H", "H", "H", "H", "H", "H", "H", "H", "C", "C", "C", "C", "C", "C", "Si", "C", "C", "C", "C", "C", "C", "H", "H", "H", "H", "H", "H", "H", "H", "H", "H", "H"],
  "positions_angstrom": [[0.90, -0.22, 0.17], [5.31, -3.31, 3.72], [4.15, -1.94, 4.80], [5.02, -0.48, 5.43], [6.34, -0.25, 5.08], [7.01, 0.84, 5.61], [6.36, 1.70, 6.48], [5.03, 1.47, 6.84], [4.36, 0.38, 6.31], [3.41, -2.63, 6.31], [4.39, -2.95, 7.26], [4.03, -3.52, 8.47], [2.69, -3.79, 8.74], [1.72, -3.48, 7.80], [2.07, -2.90, 6.58], [2.86, -1.27, 3.69], [2.99, -0.65, 2.45], [1.71, -0.59, 2.00], [0.85, -1.13, 2.87], [1.53, -1.53, 3.89], [3.98, 0.12, 1.11], [0.61, 1.89, -0.97], [4.21, 1.83, 1.65], [4.82, 2.70, 0.74], [5.12, 4.00, 1.12], [4.81, 4.44, 2.40], [4.18, 3.59, 3.29], [3.87, 2.29, 2.93], [5.65, -0.60, 1.15], [5.90, -1.83, 0.54], [7.17, -2.38, 0.55], [8.21, -1.69, 1.15], [7.98, -0.47, 1.74], [6.71, 0.09, 1.74], [6.84, -0.96, 4.43], [8.05, 1.02, 5.35], [6.89, 2.54, 6.90], [4.53, 2.12, 7.54], [3.34, 0.18, 6.62], [5.43, -2.75, 7.05], [4.79, -3.77, 9.19], [2.41, -4.24, 9.68], [0.68, -3.69, 8.00], [1.31, -2.67, 5.86], [5.07, 2.36, -0.25], [5.61, 4.66, 0.42], [5.08, 5.44, 2.70], [3.93, 3.93, 4.29], [3.41, 1.63, 3.64], [5.10, -2.40, 0.09], [7.34, -3.35, 0.09], [9.21, -2.12, 1.15], [8.79, 0.07, 2.22], [6.54, 1.05, 2.21], [-1.51, -0.44, -2.82], [-1.37, -1.56, -1.85], [-2.61, -1.62, -1.01], [-1.16, -2.91, -2.59], [0.45, -2.78, -0.87], [1.81, -2.38, -0.38], [2.35, -3.28, 0.66], [2.77, -2.19, -1.49], [-2.34, -0.66, -3.48], [-0.58, -0.35, -3.38], [-1.69, 0.48, -2.27], [-3.46, -1.77, -1.67], [-2.71, -0.69, -0.47], [-2.52, -2.45, -0.31], [-1.31, -2.73, -3.66], [-1.95, -3.57, -2.25], [0.94, -2.91, -2.96], [0.00, -3.43, -0.11], [2.63, -4.24, 0.22], [1.60, -3.44, 1.43], [3.23, -2.85, 1.12], [2.99, -3.14, -1.98], [3.69, -1.76, -1.10], [2.37, -1.49, -2.22], [0.09, -6.11, -0.82], [0.44, -5.31, -2.46], [2.18, -5.63, -3.05], [-0.80, -5.87, -3.73], [0.24, -3.40, -2.26], [-0.19, -1.44, -0.97], [-0.04, -7.18, -0.96], [-0.83, -5.74, -0.36], [0.90, -5.98, -0.10], [2.26, -6.66, -3.40], [2.93, -5.50, -2.27], [2.44, -4.98, -3.89], [-0.61, -6.91, -3.98], [-0.72, -5.30, -4.67], [-1.83, -5.81, -3.38], [-4.76, 3.50, 0.09], [-4.21, 3.56, 1.36], [-2.83, 3.50, 1.52], [-1.99, 3.38, 0.41], [-2.56, 3.33, -0.87], [-3.93, 3.39, -1.02], [-0.17, 3.40, 0.73], [0.71, 4.99, 0.49], [0.53, 5.70, -0.70], [1.13, 6.93, -0.88], [1.90, 7.47, 0.14], [2.08, 6.78, 1.33], [1.50, 5.53, 1.50], [-5.83, 3.56, -0.04], [-4.85, 3.66, 2.23], [-2.41, 3.55, 2.52], [-1.93, 3.25, -1.75], [-4.37, 3.36, -2.02], [0.17, 2.73, 2.01], [-0.10, 5.30, -1.49], [0.99, 7.48, -1.80], [2.36, 8.45, 0.01], [2.67, 7.22, 2.13], [1.64, 5.00, 2.43]],
  "gap_ev": 4.62,
  "fmax_ev_per_a": 1.68,
  "total_charge": 2
}

***

| no. | HOMO energy (eV) |
| --- | --- |
| 1 | -10.0 |
| 2 | -11.7 |